Formula: C11H13N3OS
Source: the OMol25 dataset
Level of theory: ωB97M-V/def2-TZVPD

Last columns: bonded neighbours and bond lengths (Å).
Positions of all 29 atoms, in Å:
1 S 1.566 1.744 -1.120  N3 1.733, C14 1.808
2 O -1.432 2.790 2.300  C10 1.444, C15 1.417
3 N 0.514 2.254 0.160  S1 1.733, C11 1.548, C16 1.483
4 N -0.239 -0.342 -1.153  C9 1.405, C14 1.335
5 N 1.794 -1.034 -1.873  C6 1.421, C14 1.421, H27 1.035
6 C 1.036 -2.200 -1.583  N5 1.421, C9 1.339, C13 1.413
7 C -1.118 -2.669 -0.787  C9 1.390, C12 1.415, H29 1.147
8 C 0.463 -4.483 -1.041  C12 1.432, C13 1.345, H25 1.117
9 C -0.145 -1.744 -1.146  N4 1.405, C6 1.339, C7 1.390
10 C -1.490 3.553 1.075  O2 1.444, C16 1.573, H26 1.089, H28 1.080
11 C 0.493 1.450 1.482  N3 1.548, C15 1.523, H18 1.104, H22 1.175
12 C -0.843 -4.049 -0.642  C7 1.415, C8 1.432, H17 1.054
13 C 1.360 -3.569 -1.454  C6 1.413, C8 1.345, H20 1.064
14 C 0.991 0.068 -1.472  S1 1.808, N4 1.335, N5 1.421
15 C -0.142 2.280 2.590  O2 1.417, C11 1.523, H19 1.091, H24 1.093
16 C -0.856 2.749 -0.119  N3 1.483, C10 1.573, H21 1.096, H23 1.090
17 H -1.631 -4.524 -0.129  C12 1.054
18 H -0.147 0.565 1.321  C11 1.104
19 H -0.175 1.746 3.541  C15 1.091
20 H 2.386 -3.796 -1.618  C13 1.064
21 H -1.498 1.947 -0.502  C16 1.096
22 H 1.560 1.094 1.824  C11 1.175
23 H -0.768 3.403 -0.986  C16 1.090
24 H 0.282 3.247 2.872  C15 1.093
25 H 0.807 -5.540 -0.933  C8 1.117
26 H -2.520 3.786 0.806  C10 1.089
27 H 2.797 -1.056 -2.132  N5 1.035
28 H -0.941 4.461 1.270  C10 1.080
29 H -2.104 -2.131 -0.552  C7 1.147

Computed properties:
Gap between HOMO and LUMO, eV: 8.91
Energy above the lowest of the compared OMol25 structures with the same formula, charge and spin, eV: 2.3739
F_max, Eh/bohr: 0.0647
E_HOMO, eV: -8.412
SMILES string: c1ccc2[nH]c(SN3CCOCC3)nc2c1